Entry a
{"formula": "C9H16N2O2", "method": "ωB97M-V with the def2-TZVPD basis set", "e_homo_ev": -9.34, "smiles": "O=c1cc[nH]c(=O)[nH]1.CCCCC", "lumo_energy_ev": 0.2, "total_charge": 0, "homo_lumo_gap_ev": 9.505, "spin_multiplicity": 1, "symbols": ["O", "C", "C", "C", "N", "C", "O", "N", "H", "H", "H", "H", "C", "C", "C", "C", "C", "H", "H", "H", "H", "H", "H", "H", "H", "H", "H", "H", "H"], "coordinates": [[-1.55111, 0.70632, -0.38706], [-1.76304, -0.42822, -0.73002], [-1.84159, -1.57305, 0.06881], [-2.16177, -2.77258, -0.50139], [-2.22194, -2.87821, -1.90688], [-2.30485, -1.84291, -2.76083], [-2.68587, -2.08421, -3.90020], [-1.96515, -0.72038, -2.13492], [-1.66049, -1.49863, 1.15430], [-2.18636, -3.68054, 0.13444], [-2.68644, -3.75649, -2.29711], [-1.76068, 0.15113, -2.66492], [5.23064, 2.82262, 2.60591], [4.05572, 1.79561, 2.54713], [2.71023, 2.37018, 2.00790], [1.70066, 1.26998, 2.30011], [0.52033, 1.79385, 1.32987], [5.40820, 3.32635, 1.67337], [4.88317, 3.63800, 3.33259], [6.19578, 2.63433, 3.00611], [3.84314, 1.14515, 3.41534], [4.19352, 1.03179, 1.84645], [2.57944, 3.42263, 2.38363], [2.83236, 2.61152, 0.93820], [1.58266, 0.98314, 3.34523], [2.06434, 0.47780, 1.82381], [1.15822, 1.92862, 0.35828], [0.02401, 0.68917, 0.89314], [-0.14342, 2.49646, 2.04298]]}


Entry b
{"formula": "C9H16N2O2", "method": "ωB97M-V with the def2-TZVPD basis set", "e_homo_ev": -9.74, "smiles": "O=c1cc[nH]c(=O)[nH]1.CCCCC", "lumo_energy_ev": 0.4, "total_charge": 0, "homo_lumo_gap_ev": 10.136, "spin_multiplicity": 1, "symbols": ["O", "C", "C", "C", "N", "C", "O", "N", "H", "H", "H", "H", "C", "C", "C", "C", "C", "H", "H", "H", "H", "H", "H", "H", "H", "H", "H", "H", "H"], "coordinates": [[-2.98798, 1.58227, -0.89470], [-2.67609, 0.46741, -0.48435], [-2.38342, -0.71976, -1.28443], [-1.83559, -1.78968, -0.75765], [-1.49453, -1.80588, 0.53396], [-1.61615, -0.76800, 1.47262], [-1.23195, -0.70633, 2.66877], [-2.43451, 0.19412, 0.93077], [-2.80267, -0.58046, -2.29754], [-1.62676, -2.65082, -1.43141], [-0.98814, -2.64560, 0.92910], [-2.45098, 1.07049, 1.49441], [2.13242, -1.87504, -0.81010], [2.23846, -0.72566, 0.33739], [1.50760, 0.45111, -0.29732], [1.16518, 1.64147, 0.63996], [0.48230, 2.89065, 0.00808], [1.10614, -1.63217, -1.47102], [3.05794, -1.96548, -1.56948], [2.04526, -2.94288, -0.30084], [3.31683, -0.57844, 0.54329], [1.70189, -1.02106, 1.17593], [2.00732, 0.89664, -1.11695], [0.43456, 0.27928, -0.51860], [2.07771, 1.95147, 1.27430], [0.40841, 1.26244, 1.41756], [-0.31760, 2.53909, -0.72525], [-0.12812, 3.49420, 0.94641], [1.29247, 3.68666, -0.41291]]}


Entry c
{"formula": "C9H16N2O2", "method": "ωB97M-V with the def2-TZVPD basis set", "e_homo_ev": -9.35, "smiles": "O=c1cc[nH]c(=O)[nH]1.CCCCC", "lumo_energy_ev": 0.0, "total_charge": 0, "homo_lumo_gap_ev": 9.388, "spin_multiplicity": 1, "symbols": ["O", "C", "C", "C", "N", "C", "O", "N", "H", "H", "H", "H", "C", "C", "C", "C", "C", "H", "H", "H", "H", "H", "H", "H", "H", "H", "H", "H", "H"], "coordinates": [[2.10082, -2.71270, 0.62089], [1.85523, -1.77263, -0.08362], [2.40753, -1.51113, -1.44103], [1.75576, -0.33731, -1.99823], [1.10117, 0.63978, -1.25208], [0.66876, 0.41380, -0.00765], [0.21691, 1.36520, 0.56904], [0.87009, -0.86259, 0.38444], [3.13279, -2.17036, -2.11572], [2.17296, -0.04720, -2.95282], [0.59583, 1.45817, -1.81301], [0.85807, -1.12286, 1.34820], [-1.36814, 0.68749, 3.04895], [-1.42476, 0.09061, 1.62544], [-2.07056, 1.01404, 0.62154], [-1.96738, 0.52445, -0.80471], [-2.58548, 1.58338, -1.74733], [-0.69563, 1.56222, 3.06807], [-2.33885, 1.05591, 3.41106], [-0.98409, -0.09318, 3.76121], [-2.00395, -0.88274, 1.66414], [-0.43331, -0.23772, 1.29614], [-3.11326, 1.24720, 0.95448], [-1.54663, 1.97065, 0.70032], [-2.43946, -0.47082, -0.96140], [-0.92394, 0.33320, -1.12250], [-2.02246, 2.51284, -1.68636], [-2.62858, 1.25900, -2.78411], [-3.59592, 1.80932, -1.49380]]}


Tell me which of them is the least stable. Sure, it is entry c.